[1]
Below is a structure of composition C12H18N6OsSe2, with properties calculated with ωB97M-V with the def2-TZVPD basis set.

CARTESIAN COORDINATES (ANGSTROEM)
Os -0.25334 -0.11073 -0.00705
C 3.79780 -3.16953 -2.44592
Se 2.24436 -2.04657 -2.13350
C 0.83168 -3.01164 -3.07217
C -0.50527 -3.06336 -2.34321
Se -1.35416 -1.29536 -2.01799
C -3.19915 -1.87247 -1.56199
H 3.86592 -3.35279 -3.52077
H 3.60901 -4.09897 -1.89999
H 4.66184 -2.63267 -2.06049
H 1.20584 -4.02441 -3.23829
H 0.74883 -2.51867 -4.04697
H -0.47494 -3.63800 -1.42009
H -1.22217 -3.54206 -3.01516
H -3.16226 -2.57762 -0.73803
H -3.57457 -2.31526 -2.48227
H -3.74540 -0.96497 -1.31660
N 0.05139 -1.50206 3.07291
C -0.04760 -0.17908 3.08784
N -0.11931 0.42932 4.23358
C -0.20362 1.76668 4.26764
N -0.28549 2.38716 5.40369
N -0.20435 2.54829 3.11680
C -0.15636 1.91829 2.01549
N -0.08117 0.52556 1.85945
C -0.17785 2.63906 0.73225
C -0.18007 4.00239 0.60311
C -0.20410 4.55646 -0.68123
C -0.21733 3.71868 -1.79550
C -0.21598 2.35537 -1.61342
N -0.19680 1.81631 -0.36524
H 0.06452 -1.97533 3.97024
H 0.18700 -2.07076 2.25751
H -0.29019 1.86310 6.27339
H -0.34276 3.39851 5.44298
H -0.16205 4.61905 1.49284
H -0.21551 5.63327 -0.80811
H -0.23487 4.12080 -2.80044
H -0.24151 1.66401 -2.44530

Computed properties:
- Total energy: -154790.8490 eV
- HOMO energy (spin up / spin down): -21.850 / -21.690 eV
- Frontier orbital gap (spin up / spin down): 6.826 / 5.479 eV
- 2S+1: 5
- Charge: +4
- <S²>: 6.0272

---

[2]
Below is the molecule C12H18O, with properties calculated with ωB97M-V with the def2-TZVPD basis set.

CARTESIAN COORDINATES (ANGSTROEM)
C -2.21757 1.62136 -0.22747
C -0.73276 1.25588 -0.45070
C 0.06754 1.95961 -1.68414
C 0.07463 1.53396 0.82330
O -0.01429 2.48587 1.58110
C 0.79126 0.17974 1.08589
C 1.89114 0.23460 2.11991
C -0.20918 -0.92510 0.80495
C -0.59255 -2.10065 1.57350
C -0.61418 -0.32638 -0.54620
C -1.31538 -1.01323 -1.61416
C 0.86421 -0.60794 -0.14983
C 1.99503 -1.26336 -0.82060
H -2.28033 2.67214 -0.21413
H -2.44646 1.19461 0.86902
H -2.94009 1.16686 -0.95862
H 0.12349 3.08822 -1.63515
H -0.43414 1.80023 -2.78488
H 1.12483 1.58165 -1.61832
H 1.36731 -0.20873 2.99747
H 2.15819 1.28117 2.35082
H 2.94695 -0.29442 1.91251
H -1.65626 -2.17947 1.54889
H -0.19345 -2.14953 2.60406
H -0.08042 -3.07111 1.07309
H -1.84451 -0.27044 -2.27567
H -2.11151 -1.62533 -1.14866
H -0.72567 -1.81333 -2.24253
H 2.52697 -0.54312 -1.59227
H 1.73906 -2.09573 -1.34697
H 2.73811 -1.56803 -0.03423

Computed properties:
- Total energy: -14780.1452 eV
- HOMO energy: -8.276 eV
- Frontier orbital gap: 8.917 eV
- SMILES: CC1(C)C(=O)[C@@]2(C)[C@@]3(C)[C@]1(C)[C@@]23C

---

> Which of these has the highest total energy?

C12H18O